# 1
Entry from OMol25: a molecular structure, C25H43KN2O4SSi (the ωB97M-V functional and the def2-TZVPD basis).

Values from the calculation:
Calculated total energy ... -2676.41568 Eh
Energy relative to the best compared isomer or geometry (same formula, charge and spin) ... 0.0 kcal/mol
Total charge ... 0
HOMO energy ... -5.9 eV
Kohn-Sham gap ... 6.22 eV
Lowest unoccupied orbital energy ... 0.30 eV

Each line ends with the Löwdin charge.
Element x y z (Å)
1 K 1.2530 0.7055 0.1742  0.57
2 C 1.1436 0.4640 -3.3158  -0.09
3 O 2.3368 0.9290 -2.6986  -0.21
4 C 3.2330 -0.1541 -2.4476  -0.20
5 C 4.3703 0.3977 -1.6036  -0.17
6 O 3.7890 0.7360 -0.3636  -0.25
7 C 4.7607 0.9764 0.6194  -0.18
8 C 4.0070 0.9302 1.9224  -0.20
9 O 3.0400 1.9755 1.9025  -0.27
10 C 2.0836 1.7913 2.9638  -0.10
11 H 1.3481 -0.0119 -4.2649  0.09
12 H 0.4858 1.3213 -3.4435  0.10
13 H 0.6721 -0.2636 -2.6586  0.08
14 H 3.6062 -0.5838 -3.4048  0.14
15 H 2.7289 -0.9971 -1.9225  0.09
16 H 4.7892 1.3441 -2.0422  0.15
17 H 5.1468 -0.3601 -1.4533  0.13
18 H 5.1867 1.9792 0.4248  0.14
19 H 5.5637 0.2132 0.5946  0.14
20 H 4.6420 0.9971 2.8132  0.14
21 H 3.4402 -0.0019 1.9358  0.09
22 H 1.7422 0.7297 3.0123  0.07
23 H 1.2086 2.4249 2.7730  0.08
24 H 2.4949 2.0835 3.9028  0.08
25 C -6.6604 2.8063 -2.1183  -0.07
26 C -5.5489 1.8773 -1.6593  -0.25
27 N -4.5967 2.5416 -0.7754  -0.02
28 C -3.5386 1.8370 -0.2565  -0.89
29 S -1.9743 2.3583 -0.4026  0.64
30 N -3.8465 0.6865 0.3530  0.01
31 C -5.0901 0.3633 0.9980  -0.24
32 C -5.7738 -0.8956 0.4820  -0.07
33 H -7.2484 2.3662 -2.9057  0.07
34 H -6.1858 3.7271 -2.4274  0.07
35 H -7.3239 3.0564 -1.2958  0.08
36 H -5.0388 1.4384 -2.5077  0.12
37 H -5.9879 1.0193 -1.1253  0.07
38 H -4.3084 3.3927 -1.2123  0.09
39 H -3.0290 0.1757 0.6222  0.11
40 H -5.7897 1.2143 0.9369  0.12
41 H -4.8565 0.2284 2.0564  0.12
42 H -6.1890 -0.7610 -0.5252  0.07
43 H -6.5637 -1.1433 1.1988  0.08
44 H -5.0773 -1.7322 0.4780  0.05
45 C -0.2814 5.2178 1.7059  -0.09
46 C 0.9171 5.1602 0.7743  -0.28
47 O 1.4119 3.7987 0.6431  -0.13
48 H -0.7649 6.2018 1.6471  0.08
49 H 0.0662 5.1607 2.7345  0.07
50 H -1.0070 4.4234 1.4848  0.04
51 H 1.6763 5.8121 1.1870  0.11
52 H 0.6968 5.5269 -0.2372  0.11
53 H 2.3257 3.7798 0.9202  0.06
54 C 5.0548 -3.9959 -0.5566  -0.12
55 C 4.0353 -3.5716 -1.4023  -0.11
56 C 2.8383 -3.1642 -0.8830  -0.17
57 C 2.6085 -3.1376 0.5015  -0.36
58 C 3.6398 -3.5824 1.3370  -0.12
59 C 4.8587 -4.0252 0.7919  -0.11
60 Si 1.1242 -2.2016 1.3292  0.62
61 C -0.4526 -3.1215 0.7486  -0.40
62 C -0.4795 -3.9797 -0.3157  -0.12
63 C -1.6765 -4.5528 -0.7343  -0.10
64 C -2.8589 -4.2641 -0.0913  -0.11
65 C -2.8357 -3.4384 1.0451  -0.11
66 C -1.6390 -2.8406 1.4329  -0.15
67 H 6.0174 -4.2427 -1.0070  0.10
68 H 4.1884 -3.5748 -2.4709  0.10
69 H 2.0348 -2.8913 -1.5440  0.08
70 H 3.5061 -3.6228 2.4059  0.08
71 H 5.6424 -4.3896 1.4338  0.09
72 H 1.2427 -2.9366 2.6605  -0.06
73 H 0.4254 -4.2163 -0.8774  0.08
74 H -1.6866 -5.2488 -1.5490  0.09
75 H -3.7741 -4.7714 -0.3547  0.09
76 H -3.7330 -3.2791 1.5913  0.07
77 H -1.5664 -2.2151 2.3157  0.08



# 2
Entry from OMol25: a molecular structure, C25H44BrF5N2O10P3SSi (the ωB97M-V functional and the def2-TZVPD basis).

Values from the calculation:
Calculated total energy ... -6625.86347 Eh
Total charge ... +1
HOMO energy ... -11.6 eV
Kohn-Sham gap ... 9.13 eV
Lowest unoccupied orbital energy ... -2.48 eV

Each line ends with the Löwdin charge.
Element x y z (Å)
1 C 7.3378 -1.5287 1.3080  -0.07
2 C 6.9437 -2.1347 -0.0543  -0.27
3 O 5.6641 -2.7378 -0.0079  -0.17
4 C 4.9670 -2.6340 -1.2503  -0.16
5 C 3.4810 -2.9171 -0.9324  -0.14
6 O 2.7978 -1.6724 -0.9984  -0.11
7 C 1.7566 -1.5790 -0.0838  -0.17
8 N 1.2795 -0.1573 0.0790  -0.08
9 C 1.7454 0.7910 -0.9818  -0.10
10 C 3.2151 1.2221 -1.0611  -0.18
11 C 3.5688 1.5014 -2.5369  -0.23
12 O 2.8042 2.6516 -2.9122  -0.06
13 C 1.6797 0.1963 1.5114  -0.31
14 P 3.5045 -0.0217 1.9904  0.81
15 N 4.4407 1.2307 1.8991  -0.27
16 C 1.0540 1.5034 2.0733  -0.79
17 Br 1.7768 3.2021 1.4871  0.94
18 P 1.4154 1.4969 3.9521  0.40
19 O 2.6639 2.1546 4.3120  -0.27
20 O 1.1846 0.0331 4.5205  -0.11
21 O 0.2024 2.3811 4.5521  -0.11
22 O -0.3304 1.3289 2.0803  -0.23
23 C -1.0002 0.9060 0.8792  -0.34
24 C -1.3392 2.2558 0.1490  -0.09
25 C -2.8106 2.6478 -0.0653  -0.27
26 O -3.4481 1.9891 -1.1524  -0.23
27 Si -5.0492 2.4790 -1.3967  0.45
28 C -5.2302 4.2476 -2.0130  -0.16
29 C -5.7306 1.3525 -2.7534  -0.15
30 C -6.1560 2.2890 0.1183  -0.15
31 P -2.4816 0.1329 1.8049  0.33
32 O -3.7455 -0.1164 0.8823  -0.16
33 O -2.9240 1.2457 2.9018  -0.18
34 S -1.9295 -1.3818 2.8768  0.43
35 C -0.2528 -0.1804 0.0383  -0.09
36 C -0.8757 -0.5767 -1.3050  -0.38
37 F -1.3386 0.4644 -2.0493  0.10
38 F -0.0263 -1.2271 -2.1870  0.10
39 C -2.0595 -1.5510 -1.1790  -0.12
40 C -3.2246 -1.3051 -1.8866  -0.01
41 C -4.2671 -2.1951 -1.8110  -0.04
42 C -4.2025 -3.3506 -1.0514  0.02
43 C -3.0394 -3.5967 -0.3469  -0.10
44 C -2.9082 -4.8735 0.4757  -0.57
45 F -4.1177 -5.3947 0.7290  0.15
46 F -2.2268 -4.6382 1.6026  0.14
47 F -2.2441 -5.8168 -0.2351  0.14
48 C -2.0040 -2.7025 -0.4276  -0.01
49 H 8.4250 -1.5939 1.4397  0.08
50 H 6.8881 -2.0732 2.1451  0.08
51 H 7.0999 -0.4587 1.3608  0.06
52 H 7.7245 -2.8716 -0.3029  0.12
53 H 7.0383 -1.3321 -0.8016  0.12
54 H 5.3694 -3.3019 -2.0216  0.14
55 H 5.0469 -1.5753 -1.5433  0.12
56 H 3.1126 -3.6653 -1.6471  0.14
57 H 3.4768 -3.3826 0.0642  0.14
58 H 0.9544 -2.2491 -0.4338  0.14
59 H 2.0513 -2.0548 0.8643  0.14
60 H 1.1710 1.7164 -0.8501  0.11
61 H 1.4910 0.4759 -1.9983  0.14
62 H 3.4819 2.1312 -0.5194  0.08
63 H 3.9363 0.4569 -0.7503  0.08
64 H 3.3065 0.6412 -3.1703  0.13
65 H 4.6386 1.7360 -2.5869  0.13
66 H 3.2980 3.1526 -3.5694  0.09
67 H 1.1393 -0.5654 2.1056  0.12
68 H 4.0693 -1.0609 1.2014  0.03
69 H 3.4643 -0.4866 3.3225  0.04
70 H 5.2083 1.0149 1.2676  -0.03
71 H 1.4796 0.0242 5.4476  0.12
72 H 0.4741 3.2972 4.3742  0.09
73 H -0.9428 3.1060 0.7166  0.10
74 H -0.8681 2.3638 -0.8354  0.12
75 H -2.7823 3.7240 -0.3216  0.13
76 H -3.4579 2.5874 0.8244  0.09
77 H -4.5999 4.9824 -1.4942  0.03
78 H -6.2665 4.5538 -1.7943  0.04
79 H -5.1307 4.3458 -3.1005  0.04
80 H -5.5705 0.3184 -2.4199  0.00
81 H -6.8161 1.5214 -2.7678  0.04
82 H -5.2822 1.5554 -3.7291  0.04
83 H -5.8658 2.9839 0.9151  0.04
84 H -7.1784 2.5218 -0.2054  0.04
85 H -6.1255 1.2469 0.4559  0.03
86 H -4.3156 -0.7886 1.2905  0.11
87 H -2.5777 2.1231 2.6781  0.08
88 H -0.4306 -1.0759 0.6675  0.09
89 H -3.3584 -0.4414 -2.5279  0.12
90 H -5.1812 -2.0344 -2.3799  0.12
91 H -5.0193 -4.0649 -1.0200  0.13
92 H -1.0857 -2.9245 0.1214  0.12



# 3
Entry from OMol25: a molecular structure, C25H44BrMnN3O2Si3 (the ωB97M-V functional and the def2-TZVPD basis).

Values from the calculation:
Calculated total energy ... -5887.20747 Eh
⟨S²⟩ ... 6.329
Spin multiplicity ... 5
Energy relative to the best compared isomer or geometry (same formula, charge and spin) ... 0.0 kcal/mol
Total charge ... +1
HOMO energy (spin up / spin down) ... -11.4 / -11.4 eV
Kohn-Sham gap (spin up / spin down) ... 6.68 / 8.20 eV
Lowest unoccupied orbital energy (spin up / spin down) ... -4.75 / -3.23 eV

Each line ends with the Mulliken spin population.
Element x y z (Å)
1 Mn 0.0842 -0.0612 -0.0329  4.31
2 C 1.5102 0.5631 -2.3736  0.05
3 Si 0.7041 2.1293 -1.6716  -0.05
4 C -1.0301 2.2004 -2.3821  0.02
5 C 1.6485 3.6593 -2.1744  -0.02
6 C 0.7045 1.9082 0.2276  -0.41
7 Si 2.4063 2.1751 1.0220  0.04
8 C 3.7887 1.4464 -0.0056  0.00
9 C 2.7100 4.0118 1.2379  -0.02
10 C 2.4632 1.3989 2.7543  0.00
11 Si -0.6410 2.8451 1.1289  0.02
12 C -0.5150 2.8612 2.9947  -0.01
13 C -0.8652 4.5966 0.5220  -0.02
14 C -2.1730 1.8045 0.7426  -0.02
15 C -3.4856 2.2329 0.8695  0.00
16 C -4.5314 1.3668 0.5939  0.01
17 C -4.2380 0.0729 0.1970  -0.01
18 C -2.9153 -0.3052 0.0811  0.03
19 N -1.9043 0.5379 0.3467  0.04
20 H 0.8433 -0.0129 -3.0150  0.01
21 H 1.9523 -0.1459 -1.6616  -0.03
22 H 2.3672 0.8752 -2.9773  0.00
23 H -0.9499 2.3976 -3.4545  0.00
24 H -1.6560 2.9809 -1.9479  0.00
25 H -1.5574 1.2489 -2.2788  0.00
26 H 1.6254 3.7320 -3.2648  0.00
27 H 2.6931 3.6235 -1.8678  0.00
28 H 1.2021 4.5692 -1.7712  0.00
29 H 3.8698 1.9267 -0.9817  0.00
30 H 3.6779 0.3740 -0.1784  0.00
31 H 4.7382 1.6054 0.5128  0.00
32 H 2.6639 4.5638 0.2997  0.00
33 H 3.7081 4.1572 1.6591  0.00
34 H 2.0003 4.4630 1.9343  0.00
35 H 1.5692 0.8315 3.0251  0.00
36 H 2.5486 2.1878 3.5035  0.00
37 H 3.3398 0.7580 2.8809  0.00
38 H 0.3534 3.4149 3.3532  0.00
39 H -0.4772 1.8571 3.4192  0.00
40 H -1.4039 3.3542 3.3963  0.00
41 H 0.0218 5.1916 0.7465  0.00
42 H -1.7067 5.0674 1.0362  0.00
43 H -1.0490 4.6594 -0.5503  0.00
44 H -3.6839 3.2505 1.1808  0.00
45 H -5.5586 1.6950 0.6834  0.00
46 H -5.0169 -0.6397 -0.0327  0.00
47 H -2.6352 -1.2937 -0.2524  0.00
48 Br 1.5766 -7.7179 -1.2425  0.00
49 C 0.5723 -6.2618 -0.5824  0.00
50 C -0.1403 -6.4009 0.6005  0.00
51 C -0.8609 -5.3210 1.0900  0.00
52 C -0.8548 -4.1106 0.4125  0.00
53 C -0.1358 -3.9820 -0.7708  0.01
54 C 0.5724 -5.0667 -1.2787  0.00
55 C -0.0239 -2.6725 -1.5012  0.01
56 O 0.5891 -2.5796 -2.5425  0.01
57 O -0.5809 -1.6496 -0.8867  0.03
58 H -0.1319 -7.3441 1.1288  0.00
59 H -1.4260 -5.4294 2.0062  0.00
60 H -1.4113 -3.2658 0.7964  0.00
61 H 1.1203 -4.9547 -2.2044  0.00
62 C 4.4575 -2.0048 1.6423  0.00
63 C 3.4732 -2.7748 0.7693  0.01
64 C 2.6989 -3.7936 1.6080  0.00
65 C 4.2053 -3.4832 -0.3650  0.00
66 N 2.5860 -1.8008 0.0783  0.04
67 N 1.6485 -1.1402 0.9429  -0.08
68 H 5.1732 -2.6960 2.0873  0.00
69 H 3.9589 -1.4930 2.4702  0.00
70 H 5.0098 -1.2723 1.0531  0.00
71 H 3.3876 -4.5442 1.9959  0.00
72 H 1.9448 -4.3095 1.0115  0.00
73 H 2.2169 -3.3430 2.4808  0.00
74 H 4.9235 -4.1946 0.0409  0.00
75 H 4.7378 -2.7645 -0.9880  0.00
76 H 3.5046 -4.0376 -0.9944  0.00
77 H 2.0552 -2.2896 -0.6364  -0.01
78 H 2.1926 -0.5271 1.5451  -0.01
79 H 1.1895 -1.8209 1.5578  0.05



> What is the calculated total energy in the first record?

-2676.41568 Eh



> Among the records above, which one has the lowest calculated total energy?

C25H44BrF5N2O10P3SSi